C41H28AsBeF11I2NOP2 | the ωB97M-V functional and the def2-TZVPD basis

```
88
Properties=species:S:1:pos:R:3:forces:R:3
H 6.145392 12.859449 6.998132 -0.138 0.168 -0.036
C 12.676570 10.727108 20.948378 -1.188 0.568 2.022
C 6.263586 9.238293 18.866152 0.724 -0.986 -0.614
C 10.317256 12.814905 15.086268 0.679 0.033 0.125
F 9.655371 8.254108 18.305988 -0.111 -0.196 -0.211
H 6.344277 6.743684 12.050728 0.521 0.493 -0.495
C 10.757517 11.295564 22.535872 -0.392 0.323 0.526
C 7.281158 11.850604 15.099987 -0.550 -0.563 0.091
C 7.099711 14.611386 9.737066 -0.034 0.948 -0.253
O 9.856112 11.168566 17.925336 0.014 -0.154 0.464
C 10.812754 11.025465 18.808408 0.085 -0.619 0.158
H 10.055079 8.272039 10.590700 1.191 -0.117 -0.296
C 5.615943 8.031202 18.586886 -0.619 0.807 0.007
C 12.143791 10.704084 18.628691 -1.264 0.361 -1.272
H 12.703052 15.076157 14.126224 0.014 -0.115 -0.225
C 6.306933 8.752319 11.309701 0.936 0.787 -0.461
F 6.589153 13.203707 20.271842 -0.014 0.124 -0.036
H 9.881071 9.696343 12.906548 0.196 0.567 0.044
H 5.297358 8.914714 11.569326 -1.048 0.074 0.061
H 8.765648 6.431812 11.499219 -0.247 0.391 0.035
F 6.728213 14.058798 17.214090 -0.287 0.461 0.043
C 6.926519 7.553017 11.563598 -0.114 -1.365 1.066
C 6.462679 9.176974 15.186527 0.112 -1.495 -0.077
F 5.491516 10.255854 19.238134 -0.222 0.364 0.220
H 8.553334 8.642289 15.009531 -0.474 0.374 0.114
C 5.530273 10.174824 15.197926 -0.408 2.129 0.122
As 9.590352 11.156947 10.215009 0.372 0.935 0.799
C 10.116395 14.863855 16.298174 0.102 0.154 -0.037
C 10.413829 11.092847 20.192571 -0.461 0.137 -0.695
I 14.148971 10.671220 22.452770 -0.318 -0.044 -0.185
F 7.359841 12.183963 18.231893 0.071 -0.261 0.772
N 9.086782 11.262160 20.349926 -0.336 0.431 0.577
C 8.460232 9.638687 10.574612 -2.290 1.679 -0.601
P 9.931505 11.109400 14.878455 0.215 0.089 -1.069
C 9.405633 11.561151 22.697857 1.361 -0.171 -0.394
C 8.227993 10.793618 15.101995 -1.246 0.221 -0.239
C 7.693759 7.030949 18.029682 -0.652 -0.601 -0.179
C 11.839221 14.660198 14.621378 -1.083 1.010 1.019
H 6.628621 10.765385 10.578930 -0.030 -0.383 0.214
H 9.612750 15.440020 17.045056 -0.248 0.180 0.401
H 9.008302 13.103828 16.790607 0.115 0.062 -0.204
H 11.424239 16.511348 15.856212 -0.179 -1.353 -0.680
C 8.294972 8.211884 18.332285 0.414 1.362 0.496
H 6.928323 15.595842 10.188868 0.182 -0.526 0.101
C 9.524038 11.767671 12.176585 0.472 -0.587 -0.824
H 11.951169 12.888609 13.623237 0.266 -1.079 -0.788
F 5.685080 5.836030 17.777439 -0.628 -1.015 -0.259
H 4.469892 10.033660 15.259435 -0.324 -0.664 0.061
C 9.027609 8.434571 10.754770 -0.320 -1.700 1.165
H 7.583944 12.903153 15.032382 -0.118 -0.636 0.125
H 5.729523 15.103980 8.172744 -0.071 -0.386 0.038
C 13.042262 10.570596 19.679968 1.177 -0.295 -0.740
H 7.824034 11.289821 7.985982 -0.292 0.213 -0.446
H 11.428492 11.372873 23.390587 -0.086 -0.149 -0.220
C 10.219783 10.739348 13.067821 0.450 -0.167 0.719
C 6.392366 14.335742 8.566619 0.261 0.175 0.222
C 8.607801 11.473746 21.564903 -1.623 0.462 -0.315
C 11.382073 13.383000 14.357551 0.103 1.023 0.782
H 10.069652 12.709335 12.191969 -0.185 0.040 0.173
H 7.520582 11.676500 21.654824 0.862 -0.344 -0.267
C 8.320308 12.531001 9.596489 -0.381 -0.090 -0.291
Be 8.400898 11.020355 18.759047 -0.144 -0.173 -0.268
F 4.289876 7.971605 18.761531 -0.278 -0.248 -0.112
H 9.006350 11.899310 23.640898 -0.116 -0.230 0.048
P 6.589221 13.771239 18.783857 -0.773 -0.590 -0.576
C 7.065799 9.784626 10.793519 0.603 0.718 -0.067
C 6.641953 13.148793 7.913440 0.981 -1.078 0.052
H 11.315051 10.789296 12.979171 -0.265 -0.220 -0.374
C 5.913230 11.523558 15.139207 1.129 0.146 -0.448
C 11.139724 15.455757 15.574294 0.655 0.052 0.069
C 8.277587 7.397212 11.322574 0.223 -0.763 -0.549
C 9.743756 13.536858 16.121877 -0.143 0.458 0.038
C 7.804500 9.448995 15.062918 0.831 0.571 0.520
F 5.938977 15.180979 19.096745 0.369 -0.357 0.190
C 11.278389 11.019176 21.259802 1.913 -0.235 0.648
H 8.677364 14.029288 11.116221 -0.854 -0.134 -0.815
I 12.822108 10.395023 16.690427 0.066 -0.049 -0.212
C 7.623446 9.382919 18.700017 -0.011 0.171 -0.191
H 14.069893 10.347435 19.430104 0.069 -0.010 0.066
H 6.162079 8.134820 15.280737 -0.078 0.193 -0.160
H 5.194271 12.345532 15.048347 0.149 -0.523 0.290
F 8.095885 14.281519 19.018810 -0.154 0.038 -0.166
F 5.133553 13.077146 18.567596 1.195 0.336 -0.228
C 6.292525 6.955415 18.079015 1.401 0.711 0.684
C 7.623226 12.263468 8.427187 -0.659 0.000 0.008
F 8.401377 5.930390 17.733240 -0.020 -0.009 -0.181
C 8.063521 13.749243 10.222273 0.959 0.121 1.332
H 8.473465 11.912716 12.428027 0.037 0.019 0.049
```
Positions in Å, forces in eV/Å.

Summary:
- spin multiplicity = 2
- total charge = 0
- energy relative to the best compared isomer or geometry (same formula, charge and spin) (eV) = 0.0000

Here are the Mulliken charges for atoms 1 to 8, given in e: atom 1 (H): 0.386, atom 2 (C): -0.588, atom 3 (C): 0.552, atom 4 (C): 1.698, atom 5 (F): -0.474, atom 6 (H): 0.364, atom 7 (C): -0.481, atom 8 (C): -0.335

---

C41H28BBaF11IN6O2P | the ωB97M-V functional and the def2-TZVPD basis

```
92
Properties=species:S:1:pos:R:3:forces:R:3
B 1.238881 -4.738732 0.547575 0.170 -0.309 0.326
H -3.617592 1.996445 -2.870924 0.010 -0.025 0.047
H -1.284890 -2.359974 -2.834775 -0.066 -0.032 -0.030
H -3.634452 3.571248 0.328027 0.015 0.008 0.025
F -2.203012 -3.870438 5.587234 0.011 -0.012 -0.018
H -5.644049 -0.242208 0.442838 -0.027 0.017 0.032
Ba -0.194823 -0.796221 1.231109 1.677 0.889 -0.833
H -3.412020 -1.330947 0.467857 0.013 -0.043 0.060
F -2.730716 -3.990445 1.480990 0.006 0.010 -0.047
F -3.506332 -4.800319 3.329103 0.047 0.004 -0.015
H -3.729447 -2.278606 -3.150906 -0.009 0.010 0.002
C 2.663081 2.594044 -5.411633 0.019 -0.039 0.033
H 0.392009 4.057763 3.650106 0.004 -0.012 -0.021
C -1.619862 -2.896350 4.847902 -0.044 0.051 0.070
C 2.356958 3.308429 3.963863 0.046 -0.042 0.001
H 4.394984 2.397418 -4.153424 -0.010 0.011 0.001
C -1.796904 -1.407118 -2.863226 0.015 0.088 -0.002
C -3.504292 -0.250504 0.442721 -0.074 0.843 -0.115
C -3.637118 2.492222 0.365465 -0.735 -0.141 -0.045
H 6.365274 1.212743 4.758157 0.004 -0.015 -0.003
F -1.384574 -4.867618 2.914250 0.068 -0.033 -0.009
H 0.792014 2.562042 -6.463458 0.005 0.005 0.006
C -4.801283 1.765821 0.411140 0.262 0.441 -0.053
N -2.368469 0.443514 0.415005 -0.290 -0.588 -0.089
N -0.108952 5.813230 -0.539965 0.059 0.236 0.012
C -1.062325 -0.233616 -2.699478 0.021 -0.229 0.027
H -4.911473 -0.101396 -3.180244 0.016 0.006 0.034
C 1.108269 2.584751 0.008922 -0.944 -0.285 0.110
C -3.835643 -0.135822 -3.054580 0.039 0.007 -0.033
H 2.343080 0.968866 0.148087 -0.044 0.038 0.041
C -3.679759 -2.043353 3.637945 -0.075 0.195 -0.031
F -4.497429 -2.307110 2.599589 0.050 -0.030 0.030
H -0.289375 1.025975 -4.881684 -0.007 0.038 0.025
C 5.331395 1.139711 4.439736 0.029 -0.015 0.005
C 0.518350 1.934694 3.218232 0.179 -0.075 0.148
H 3.143835 3.265561 -6.113016 -0.006 0.006 0.003
H 3.120201 2.483212 -0.151194 -0.034 0.039 0.032
N -1.243998 3.863845 -0.072173 0.567 0.684 -0.177
C 1.847786 -4.463157 -3.805266 0.214 -0.047 -0.534
H -0.993419 6.147413 -0.882571 -0.014 -0.022 -0.005
H 3.291112 0.888109 -2.557191 -0.031 0.038 0.024
H 0.709133 6.159201 -1.012791 -0.005 -0.029 -0.016
H 2.488473 -3.525837 -5.661646 0.013 -0.017 0.013
C -3.113019 1.037808 -2.885914 0.007 -0.045 -0.072
C 3.189358 2.163884 3.970639 0.002 0.119 0.074
C 1.760640 -2.104322 -4.207531 0.008 0.115 -0.159
C 0.730820 1.342337 -4.703452 -0.036 -0.065 -0.032
C 1.084730 -2.983735 -1.995199 0.304 -0.219 -1.497
C 1.276512 0.778734 3.127687 0.015 0.003 0.195
H -1.193171 1.905663 -2.532353 -0.017 -0.029 0.006
C 2.738008 1.262614 -3.411995 0.013 -0.047 0.065
F -3.573617 -0.719117 3.723762 0.042 -0.065 0.050
N 1.128123 3.892817 -0.278128 0.447 0.201 -0.049
N 0.009001 1.847785 0.202852 1.006 0.178 -0.201
C 1.346163 2.203064 -5.603670 0.002 0.007 -0.005
C -3.173079 -1.355086 -3.039787 -0.023 -0.038 -0.002
C 1.249993 -1.889982 -2.941574 -0.001 -0.493 0.431
H -0.540302 1.913371 2.953046 0.029 0.028 -0.091
C -2.475986 -4.105448 2.783628 -0.154 -0.028 0.139
C 4.545372 2.251854 4.377727 -0.030 0.007 -0.020
O 0.330062 -3.932929 0.025488 0.153 0.766 -0.585
N 2.302955 1.972904 0.128260 0.419 -0.171 -0.097
C -0.080963 4.455896 -0.289386 -0.633 -0.323 0.112
F -0.331652 -3.207601 4.746552 0.063 -0.010 -0.017
O -1.488363 -1.947978 2.672773 -1.413 -1.284 1.400
F -4.330347 -2.460841 4.746771 0.003 -0.067 0.007
C 0.643152 -2.677117 -0.710315 -0.302 -0.964 0.577
C 4.795390 -0.123116 4.100145 0.001 -0.053 -0.026
H -5.757522 2.276931 0.428065 -0.030 -0.003 0.006
H 2.780902 4.268358 4.241841 -0.009 0.000 0.010
F 0.873362 -5.942966 1.035510 0.019 0.142 -0.050
H 1.889896 -1.255547 -4.872246 -0.015 -0.035 0.028
C -2.410624 1.799226 0.341354 1.641 1.242 -0.283
H 2.052094 -5.473070 -4.151362 -0.005 0.045 -0.001
C 1.037782 3.183997 3.627426 -0.058 0.031 -0.020
P 0.730908 -0.275372 -2.310954 0.035 0.450 0.258
C 2.094830 -3.377787 -4.664530 -0.203 -0.188 0.460
C 1.351154 -4.290981 -2.541831 -0.088 0.357 0.539
I 2.756905 -2.123396 3.231788 0.006 -0.016 -0.114
C -4.746899 0.362497 0.426663 -0.186 -0.646 0.034
F -1.704816 -1.762073 5.560492 -0.023 -0.015 -0.007
C -2.268352 -2.702972 3.440654 -0.027 -0.013 -0.058
C -1.740516 0.983224 -2.700639 0.068 0.184 0.043
C -1.152483 2.529968 0.164135 -2.168 -0.870 0.240
H 4.943721 3.224878 4.649491 -0.001 0.000 0.006
C 3.362602 2.109404 -4.313021 0.000 0.032 -0.061
C 3.496676 -0.217451 3.684155 0.029 0.378 0.080
C 2.624781 0.913928 3.583458 -0.011 -0.241 -0.086
H 1.170293 -5.170111 -1.935308 -0.017 0.030 0.006
F 2.551017 -4.472089 0.654804 -0.101 0.011 -0.104
H 5.410597 -1.010571 4.170090 0.014 0.003 -0.001
C 1.411279 0.864032 -3.585764 0.087 -0.024 -0.159
```
Positions in Å, forces in eV/Å.

Summary:
- total charge = -2
- energy relative to the best compared isomer or geometry (same formula, charge and spin) (eV) = 1.4663

Here are the Mulliken charges for atoms 1 to 8, given in e: atom 1 (B): 0.575, atom 2 (H): 0.360, atom 3 (H): 0.311, atom 4 (H): 0.494, atom 5 (F): -0.283, atom 6 (H): 0.475, atom 7 (Ba): 1.824, atom 8 (H): 0.429

---

C41H28BCl3IN3O7S2V | the ωB97M-V functional and the def2-TZVPD basis

```
87
Properties=species:S:1:pos:R:3:forces:R:3
Cl -6.614590 -0.648758 0.205235 0.052 -0.020 0.025
H 0.494636 4.500487 0.037195 -0.017 0.040 0.023
V 1.610578 -0.441357 -0.978998 0.085 -0.522 -0.277
H -2.212996 -0.404673 3.617391 0.123 0.011 0.076
H -4.387982 3.020656 1.772639 0.067 0.002 -0.009
H -5.372922 1.549318 -0.355877 0.061 -0.006 -0.030
H -0.239515 0.860403 4.612914 -0.139 0.112 0.005
H -3.910071 5.636229 -1.040039 -0.029 0.004 -0.039
H -2.308166 1.862672 -3.411121 0.004 0.033 -0.022
H 6.457997 1.191144 -2.132644 0.014 -0.022 -0.006
N -0.270613 0.120129 -1.521969 -0.945 0.319 0.015
C 1.138409 2.451487 -0.149477 -0.153 -0.087 -0.021
H 3.952506 -1.825414 4.236907 0.025 -0.016 -0.006
H -2.264049 7.583433 -0.427012 0.011 0.042 -0.035
C -3.158689 0.449868 1.888240 0.105 -0.062 -0.046
C 1.181169 -0.090309 3.318586 -0.138 0.052 0.033
I 4.499894 -0.746130 -0.939455 -0.067 0.044 0.070
Cl -2.213189 4.049479 3.295732 0.012 -0.079 0.040
C 2.309063 -6.335528 -1.653381 0.004 0.030 0.018
C -0.453723 0.978425 -2.581626 0.234 -0.111 -0.111
S -1.835769 -2.842084 -3.188769 -0.131 0.036 0.128
O 3.115614 -7.887886 -3.076469 -0.042 0.023 0.036
C 2.085307 1.530245 -0.551523 0.609 0.620 -0.134
H 0.985743 0.137381 6.655720 -0.002 0.008 0.021
H 1.494313 -4.905512 -0.257769 -0.009 0.005 0.023
C 2.347479 -0.833807 3.220361 0.019 -0.001 0.141
H -4.287557 -0.346088 -1.628897 0.005 -0.059 0.082
C 1.542171 -2.708388 -1.790350 -0.126 -0.041 -0.309
C 4.662269 4.023009 -1.798926 -0.067 -0.008 0.030
H -5.936024 -2.160045 2.459127 -0.002 0.003 0.005
C -2.935376 -2.811689 -1.940267 0.297 -0.044 -0.430
H -1.691827 -0.797738 -0.224173 -0.051 -0.028 0.077
N -2.412866 0.580695 -1.702341 0.059 -0.037 0.114
H -5.180922 3.718459 0.347148 -0.012 -0.024 0.059
C -3.352499 4.667261 0.864249 -0.019 0.056 -0.021
C -3.321608 5.685083 -0.136275 0.080 0.022 0.019
C 2.429138 4.352590 -0.841578 0.012 0.004 -0.013
C -1.768402 1.254264 -2.709639 -0.091 0.178 0.065
H 6.606403 3.631774 -2.571805 0.014 -0.003 -0.004
O 1.794874 -1.720304 -2.555053 0.107 -0.158 -0.208
C 2.441692 -4.298630 -3.475970 0.019 0.008 0.015
C -4.070858 -1.352920 3.155032 0.045 -0.072 0.116
C 1.886680 -5.100701 -1.244597 -0.009 -0.015 -0.101
C 1.295230 3.843168 -0.280129 0.026 -0.020 0.019
C -5.224987 -0.538791 1.253081 -0.115 -0.054 -0.126
N -3.713050 -2.767804 -1.072658 -0.229 0.228 0.356
C 3.474546 3.487790 -1.236188 -0.001 0.097 -0.001
C 1.364729 -0.130441 5.678453 -0.046 0.017 -0.032
H 3.935143 -8.723748 -1.376586 -0.044 -0.015 -0.010
C 0.665396 0.279737 4.540431 0.101 -0.085 -0.017
C -1.472424 -0.108103 -1.019535 -0.013 -0.074 -0.215
C -2.473488 6.704313 0.157028 -0.060 -0.073 -0.040
C -3.063907 -0.426741 2.957216 -0.062 0.035 -0.042
H 4.722986 5.094917 -1.943291 0.001 0.031 -0.001
H -4.210491 1.291255 -2.327327 -0.065 -0.116 -0.001
H 2.310770 -9.349467 -1.868922 0.064 0.010 0.031
H 2.553863 5.419474 -0.985775 0.004 0.019 -0.001
C 4.472765 1.302077 -1.379063 0.010 0.110 0.002
C 2.949550 -8.468130 -1.783340 -0.002 -0.034 -0.002
C -5.161770 -1.422265 2.312460 -0.005 -0.033 0.006
S -1.682334 6.459602 1.656014 0.061 0.037 -0.013
C 2.860614 -5.569386 -3.875560 -0.032 0.025 0.070
C -4.312697 1.301724 -0.208097 -0.005 0.162 -0.120
C -4.231374 0.401861 1.007187 0.059 0.016 -0.140
C 2.530356 -0.876953 5.576446 0.009 -0.011 -0.029
O 2.631965 -1.052645 1.915003 -0.023 0.062 -0.374
C 2.782790 -6.564401 -2.932905 0.031 0.009 -0.050
C 5.703335 3.218642 -2.141909 0.029 -0.073 -0.005
H 3.220714 -5.765530 -4.874327 0.015 -0.014 -0.036
C -4.207995 3.445369 0.779321 -0.038 0.013 -0.082
H 0.370728 1.322256 -3.182812 0.006 0.018 0.002
C -2.501897 4.973742 1.881006 -0.047 -0.091 0.078
B 1.617112 -0.416572 1.137211 -0.042 -0.140 1.076
H 3.047479 -1.182837 6.475797 0.015 -0.005 0.030
H -2.364703 1.165678 1.720364 0.024 0.049 -0.047
C 3.046691 -1.243520 4.332123 -0.030 0.019 0.048
O -3.574433 2.504320 -0.072247 0.049 -0.083 0.165
O 0.700884 0.168343 2.067371 0.128 -0.071 -0.162
H 0.198855 2.091598 0.257785 0.004 -0.010 -0.014
O 1.030109 -2.495055 -0.664159 0.231 0.114 0.222
C 5.614864 1.828689 -1.907309 -0.019 0.076 0.007
C -3.858423 0.650471 -1.518572 0.103 -0.178 -0.011
C 1.967813 -4.070745 -2.193050 -0.133 -0.158 0.042
O 2.321926 -7.512585 -0.940096 -0.007 -0.027 -0.037
H 2.473776 -3.466487 -4.165289 -0.005 -0.005 0.005
C 3.321149 2.083189 -1.049115 0.029 -0.058 0.080
Cl -3.967888 -2.462572 4.493524 0.003 0.045 -0.044
```
Positions in Å, forces in eV/Å.

Summary:
- spin multiplicity = 3
- total charge = -1
- energy relative to the best compared isomer or geometry (same formula, charge and spin) (eV) = 0.0000

Here are the Mulliken charges for atoms 1 to 8, given in e: atom 1 (Cl): -0.244, atom 2 (H): 0.383, atom 3 (V): -0.396, atom 4 (H): 0.514, atom 5 (H): 0.468, atom 6 (H): 0.960, atom 7 (H): 0.515, atom 8 (H): 0.406